Entry 1:
C20H23N4O3Re | the ωB97M-V functional and the def2-TZVPD basis

The geometry in XYZ format:
```
51
Properties=species:S:1:pos:R:3:mulliken_spin:R:1
Re 0.89740 -0.14955 -0.34263 1.8557
O -2.23443 3.12488 -0.27942 0.1075
C -2.99771 2.56203 -1.23983 0.1889
C -4.20084 3.19338 -1.50784 -0.0371
C -5.02841 2.69815 -2.49034 0.0967
C -4.68728 1.55584 -3.23990 0.1497
C -3.51273 0.92144 -2.98940 -0.0825
C -2.62810 1.39971 -1.97199 0.1602
C -1.42274 0.69780 -1.74821 -0.0580
O -0.64329 1.00362 -0.66519 0.0619
N -1.00177 -0.27907 -2.53406 0.3383
N 0.17333 -0.78580 -2.07725 -0.0629
C 0.66018 -1.80896 -2.80521 0.0336
C 1.90909 -2.40736 -2.64224 0.0526
C 2.31401 -3.39400 -3.57840 0.0452
C 3.58947 -3.89312 -3.54133 -0.0217
C 4.50396 -3.41034 -2.59217 0.0780
C 4.15048 -2.43606 -1.66698 -0.0340
C 2.85622 -1.97213 -1.68195 0.0781
O 2.47610 -1.02624 -0.78088 0.0116
H -1.38152 2.68775 -0.25147 -0.0130
H -4.45608 4.08053 -0.94505 0.0010
H -5.96344 3.20549 -2.69200 0.0006
H -5.35711 1.18907 -4.00406 -0.0005
H -3.23466 0.03897 -3.54739 -0.0009
H 0.01755 -2.11229 -3.62515 -0.0074
H 1.60812 -3.73309 -4.32610 -0.0009
H 3.89911 -4.64523 -4.25352 0.0005
H 5.51442 -3.79885 -2.58296 0.0016
H 4.85903 -2.05468 -0.94461 -0.0009
C -0.96361 0.02142 3.75748 -0.0011
C -0.75360 -0.16082 2.23889 0.0315
N 0.62904 0.27762 1.83993 0.0373
C 0.78934 1.72492 2.19695 -0.0534
C 0.59789 1.93484 3.71408 0.0014
N 0.29773 0.59826 4.33658 -0.0011
C 1.43892 -0.35603 4.12593 0.0026
C 1.64293 -0.52681 2.60428 -0.0095
H -1.15671 -0.91998 4.26659 0.0003
H -1.77478 0.71155 3.97831 0.0000
H -1.46453 0.43916 1.67585 0.0101
H -0.88354 -1.20530 1.95566 -0.0035
H 0.05130 2.29191 1.63369 0.0095
H 1.78227 2.04725 1.88806 0.0206
H -0.23747 2.59483 3.93750 0.0002
H 1.49158 2.32814 4.19345 -0.0006
H 0.16501 0.73266 5.34185 0.0011
H 1.17566 -1.29074 4.61564 0.0002
H 2.31700 0.06026 4.61441 -0.0002
H 1.54336 -1.57322 2.31922 0.0063
H 2.63387 -0.18184 2.31319 0.0064
```

Computed properties:
Highest occupied orbital energy (spin up / spin down) = -17.0 / -16.9 eV
Energy above the lowest of the compared OMol25 structures with the same formula, charge and spin = 0.00 kJ/mol
Total energy = -35316.89594 eV
Total charge = +3
Multiplicity = 4

Entry 2:
C20H23N4O9P2V | the ωB97M-V functional and the def2-TZVPD basis

The geometry in XYZ format:
```
59
Properties=species:S:1:pos:R:3:mulliken_spin:R:1
V 0.79042 0.21119 0.12404 2.8249
C -1.65070 -2.17428 -0.20564 0.0331
N -0.92938 -1.44049 0.82639 -0.1356
C -1.86235 -0.76608 1.74538 0.0503
C -2.66357 0.37497 1.13433 0.0254
C -3.49349 1.13708 1.95532 0.0067
C -4.13457 2.23380 1.41238 0.0015
C -3.92562 2.54311 0.07393 0.0015
C -3.09867 1.71873 -0.66438 0.0080
N -2.49518 0.64772 -0.15004 0.0133
C -0.07060 -2.37693 1.56417 0.0040
C 0.87686 -1.66609 2.48580 0.1060
C 1.22904 -2.17361 3.72614 -0.0219
C 2.14893 -1.47813 4.49763 0.0490
C 2.67545 -0.29275 4.00453 -0.0221
C 2.26488 0.15658 2.76225 0.0864
N 1.38280 -0.52104 2.01194 -0.0907
C -0.74117 -2.50259 -1.35608 0.0364
C -1.18738 -3.30437 -2.40398 0.0041
C -0.37999 -3.43502 -3.51954 0.0012
C 0.83035 -2.75329 -3.55636 0.0001
C 1.19454 -1.99684 -2.45595 0.0211
N 0.43610 -1.89392 -1.36540 -0.0027
H -2.13350 -3.07670 0.20163 0.0005
H -2.42410 -1.52285 -0.59711 0.0013
H -2.55233 -1.49985 2.19056 0.0005
H -1.28185 -0.32695 2.55837 -0.0146
H -3.59393 0.89162 3.00663 -0.0003
H -4.77126 2.85796 2.02853 0.0004
H -4.38151 3.41082 -0.38502 0.0000
H -2.88736 1.91960 -1.70999 -0.0001
H -0.67356 -3.10245 2.12717 0.0008
H 0.51911 -2.92478 0.82742 0.0112
H 0.78342 -3.09855 4.06950 -0.0009
H 2.44672 -1.85359 5.46904 0.0056
H 3.39498 0.28828 4.56641 -0.0015
H 2.64248 1.06471 2.31439 0.0095
H -2.15713 -3.78711 -2.34990 0.0002
H -0.69843 -4.04032 -4.36020 0.0002
H 1.47576 -2.78807 -4.42406 -0.0001
H 2.11738 -1.42291 -2.44605 -0.0033
O 3.10886 -1.10953 -0.62420 0.0072
P 3.50798 0.45935 -0.98326 0.0219
O 4.97329 0.57355 -1.04327 0.0011
O 2.63869 1.20726 0.00441 0.0061
O 2.85633 0.66630 -2.43313 0.0020
P 1.37555 1.31068 -2.79163 -0.0033
O 1.48917 2.83127 -2.31741 0.0002
O 1.20562 1.18702 -4.24608 -0.0008
O 0.39091 0.63241 -1.85199 -0.0076
H 3.75644 -1.65226 -1.10657 0.0037
H 1.11259 2.94069 -1.41012 0.0033
C -0.72245 3.42127 2.74446 -0.0021
O -0.37421 2.12444 2.27277 -0.0041
C 0.06089 2.03815 0.91547 -0.0748
O 0.06919 3.08613 0.28611 0.0365
H -0.80081 3.35846 3.83068 -0.0001
H -1.68129 3.75461 2.33435 0.0012
H 0.02709 4.16033 2.46723 0.0002
```

Computed properties:
Highest occupied orbital energy (spin up / spin down) = -3.5 / -5.1 eV
Energy above the lowest of the compared OMol25 structures with the same formula, charge and spin = 39.60 kJ/mol
Total energy = -89777.86655 eV
Total charge = -1
Multiplicity = 4

Entry 3:
C20H23N5O5S | the ωB97M-V functional and the def2-TZVPD basis

The geometry in XYZ format:
```
54
Properties=species:S:1:pos:R:3:lowdin_charge:R:1
C 1.71735 7.77227 3.98630 -0.0604
C 2.37276 7.03834 2.82502 -0.2166
O 1.62188 5.88648 2.44534 -0.0153
C 1.82690 4.76788 3.15831 -0.4531
O 2.63126 4.68764 4.05675 0.1083
C 0.97600 3.64686 2.70458 -0.1335
C 0.05227 3.78253 1.66809 -0.0063
C -0.71847 2.71109 1.27057 -0.0179
C -0.57020 1.47377 1.89799 -0.2891
N -1.34712 0.39184 1.51270 -0.0382
S -1.82885 -0.02780 -0.03455 0.6927
O -2.13204 1.14037 -0.79428 -0.2548
O -2.85405 -1.01091 0.15516 -0.2833
C -0.42427 -0.88653 -0.74968 -0.1702
C -0.61899 -2.18741 -1.15301 -0.0027
C 0.41891 -2.89360 -1.75538 -0.1419
C 0.28085 -4.26754 -2.19501 -0.2486
N 1.24357 -5.17127 -2.14832 0.0711
N 0.73504 -6.28932 -2.63237 -0.0398
N -0.47159 -6.13329 -2.98395 0.0485
N -0.81574 -4.86935 -2.73087 -0.0387
C -2.12685 -4.36253 -3.07027 -0.3717
C -2.48157 -4.82367 -4.48138 -0.0514
C -3.14523 -4.86551 -2.04916 -0.0372
C 1.65456 -2.26292 -1.90553 0.0067
C 1.84804 -0.95909 -1.49576 0.0165
C 0.80070 -0.24029 -0.91380 -0.2476
O 0.86955 1.02661 -0.46712 -0.0920
C 2.08141 1.74074 -0.60271 -0.0381
C 0.34360 1.33824 2.94464 -0.0084
C 1.10577 2.41473 3.34297 -0.0029
H 1.70951 7.13633 4.86804 0.0757
H 0.69392 8.03888 3.73341 0.0780
H 2.27677 8.67637 4.20875 0.0771
H 3.38631 6.72705 3.09942 0.1211
H 2.40384 7.66422 1.93048 0.1229
H -0.05970 4.73909 1.18218 0.1221
H -1.42627 2.80383 0.46472 0.1031
H -1.27346 -0.42855 2.09451 0.1262
H -1.58453 -2.62181 -0.95232 0.0993
H -2.06897 -3.26885 -3.04159 0.1391
H -3.46078 -4.44258 -4.75588 0.0817
H -2.49477 -5.90952 -4.52321 0.0744
H -1.75070 -4.45747 -5.19911 0.0831
H -2.89031 -4.53577 -1.04417 0.0744
H -4.13125 -4.48246 -2.29456 0.0847
H -3.17269 -5.95273 -2.06376 0.0843
H 2.46640 -2.81808 -2.34901 0.1205
H 2.81555 -0.50354 -1.63044 0.1116
H 2.36520 1.84642 -1.65312 0.1040
H 2.89018 1.25910 -0.04588 0.1059
H 1.88415 2.72211 -0.17550 0.0899
H 0.44813 0.38376 3.44112 0.1146
H 1.81865 2.32246 4.14836 0.1218
```

Computed properties:
Highest occupied orbital energy = -8.9 eV
Energy above the lowest of the compared OMol25 structures with the same formula, charge and spin = 378.93 kJ/mol
Total energy = -49635.62814 eV
Multiplicity = 1

Entry 4:
C20H23NO6RuS | the ωB97M-V functional and the def2-TZVPD basis

The geometry in XYZ format:
```
52
Properties=species:S:1:pos:R:3:mulliken_spin:R:1
Ru 0.08222 1.10292 -2.40598 2.9963
O 0.91830 2.99381 -2.76060 0.0591
C -0.20184 3.94596 -2.61642 0.0149
C -1.28977 3.63115 -3.62065 -0.0127
N -1.80395 2.24507 -3.51835 0.3044
C -1.93518 1.50709 -4.77465 0.0213
C -0.63511 0.84240 -5.22096 0.0060
O -0.45932 0.41373 -6.30210 0.0628
O 0.32040 0.77172 -4.22271 0.1822
C -2.80236 1.94012 -2.48137 -0.0226
C -2.50901 0.63454 -1.74255 0.0314
O -3.16383 0.28672 -0.82504 0.0234
O -1.39479 -0.05054 -2.23335 0.2433
H 1.36446 3.10965 -3.61515 0.0039
H -0.52036 3.83825 -1.58077 -0.0025
H 0.17072 4.95851 -2.75442 0.0011
H -2.10806 4.34216 -3.47369 0.0050
H -0.91946 3.76476 -4.63704 0.0055
H -2.66650 0.70865 -4.65831 0.0024
H -2.24881 2.16375 -5.58626 0.0082
H -2.84054 2.73763 -1.74126 0.0049
H -3.79491 1.84576 -2.92787 0.0084
O 0.14074 1.35176 -0.49176 0.0539
S 0.74088 0.09341 0.37528 -0.0179
C 1.51487 0.96875 1.74723 0.0012
C 1.87046 -0.02250 2.82105 0.0023
C 2.78038 -1.04406 2.57297 -0.0004
C 3.07100 -1.96156 3.56898 0.0006
C 2.46820 -1.84547 4.81527 -0.0001
C 1.57476 -0.81820 5.06707 0.0003
C 1.26592 0.09276 4.06409 -0.0008
C -0.67157 -0.71926 1.14139 0.0105
C -0.25633 -2.12570 1.52532 0.0027
C -0.38084 -2.52846 2.84474 0.0019
C -0.04290 -3.82705 3.20353 0.0001
C 0.42942 -4.71245 2.24839 0.0016
C 0.55457 -4.30915 0.92687 -0.0009
C 0.20809 -3.01559 0.56566 -0.0001
H 0.76955 1.69919 2.06623 -0.0021
H 2.37295 1.47978 1.30785 0.0014
H 3.26454 -1.13154 1.60488 -0.0003
H 3.77445 -2.76068 3.37720 0.0001
H 2.70709 -2.55556 5.59613 0.0000
H 1.11690 -0.72065 6.04239 0.0001
H 0.56486 0.89722 4.25929 0.0000
H -1.45822 -0.69847 0.38940 0.0033
H -0.96249 -0.10745 1.99580 -0.0014
H -0.73892 -1.83398 3.59551 -0.0001
H -0.14624 -4.14178 4.23357 0.0000
H 0.69396 -5.72268 2.53121 0.0001
H 0.91644 -5.00111 0.17811 -0.0001
H 0.29516 -2.71334 -0.47417 -0.0026
```

Computed properties:
Highest occupied orbital energy (spin up / spin down) = -14.1 / -14.1 eV
Energy above the lowest of the compared OMol25 structures with the same formula, charge and spin = 80.48 kJ/mol
Total energy = -48286.80922 eV
Total charge = +2
Multiplicity = 5